# C5H8OS

The molecule C5H8OS at a distorted geometry (ωB97M-V/def2-TZVPD, the OMol25 dataset).

Structure (ORCA input):
```
! wB97M-V def2-TZVPD RIJCOSX def2/J DEFGRID3
* xyz 0 1
O -0.3311 1.6291 0.7386
C 0.2299 0.9486 -0.3678
C -0.7190 0.1295 -1.1824
S -1.1746 -1.2990 -0.0952
C 0.2899 -1.0004 1.0780
C 1.1715 -0.2575 0.0726
C 1.8068 1.0533 -0.1783
H -0.1924 2.5941 0.6440
H -1.5793 0.7098 -1.5366
H -0.1248 -0.4092 -2.0109
H 0.1174 -0.3337 1.9598
H 0.6827 -1.9254 1.3335
H 1.4621 -0.9711 -0.6667
H 2.2902 1.0074 -1.1498
H 2.1117 1.8384 0.5089
*
```

Its SMILES is O[C@]12CSC[C@@H]1C2. Its energy relative to the best compared isomer or geometry (same formula, charge and spin) is 3.2969 eV. As for the HOMO-LUMO gap: 9.11 eV. Its LUMO energy is 0.028 Ha. The calculation puts the HOMO energy at -0.307 hartree.



# C42H48BaF6N4S2Sb

C42H48BaF6N4S2Sb as an isolated structure at a distorted geometry (ωB97M-V/def2-TZVPD, the OMol25 dataset).

Structure (ORCA input):
```
! wB97M-V def2-TZVPD RIJCOSX def2/J DEFGRID3
* xyz -2 2
Ba 0.2841 0.1569 0.5022
C -3.4520 5.1477 3.1682
C -3.6800 4.5111 1.7901
C -2.4107 3.9551 1.2205
C -1.5837 4.5153 0.3009
C -1.7772 5.7782 -0.4773
C -2.2359 5.4903 -1.9123
C -0.4412 3.6154 0.1741
N -0.6082 2.5413 0.9757
C -1.7733 2.7070 1.6379
C -2.2753 1.8463 2.6180
C -1.6610 0.7252 3.1829
C -2.1583 -0.0115 4.3390
C -3.3909 0.3319 5.1170
C -3.1823 1.5613 6.0124
C -1.2443 -0.9869 4.5972
C -0.1852 -0.8305 3.6100
C 0.9934 -1.5770 3.5811
C 2.1328 -1.3514 2.8026
N 2.2428 -0.3767 1.8730
C 3.5244 -0.3548 1.4420
C 4.0583 0.5828 0.5536
C 3.4285 1.6838 -0.0342
N 2.1068 1.9689 0.0459
C 1.9162 3.1729 -0.5387
C 0.7145 3.8874 -0.5548
C 3.1791 3.6738 -1.0641
C 4.1249 2.7487 -0.7440
C 5.5903 2.7945 -1.0540
C 5.9427 1.9327 -2.2737
C 3.3854 5.0171 -1.6978
C 3.5765 6.0996 -0.6258
C 4.2764 -1.4113 2.1042
C 3.4096 -2.0360 2.9496
C 3.6889 -3.2180 3.8250
C 3.6035 -4.5349 3.0430
C 5.7503 -1.6460 1.9607
C 6.5516 -0.6785 2.8436
N -0.4842 0.1956 2.7804
C -1.2632 -2.0082 5.6910
C -0.3937 -1.5879 6.8841
H -4.3870 5.5151 3.6012
H -2.7534 5.9826 3.0864
H -3.0170 4.4188 3.8519
H -4.0938 5.2619 1.1128
H -4.4234 3.7139 1.8751
H -0.8381 6.3395 -0.5047
H -2.5143 6.4139 0.0214
H -1.5132 4.8541 -2.4246
H -2.3582 6.4176 -2.4799
H -3.1873 4.9565 -1.9050
H -3.2489 2.1039 3.0210
H -3.6815 -0.5167 5.7408
H -4.2178 0.5241 4.4270
H -2.4231 1.3545 6.7692
H -4.1078 1.8495 6.5189
H -2.8352 2.4061 5.4183
H 1.0535 -2.3916 4.2919
H 5.1198 0.4870 0.3473
H 0.7132 4.8078 -1.1292
H 6.1602 2.4472 -0.1874
H 5.8921 3.8285 -1.2415
H 5.5901 0.9117 -2.1257
H 7.0226 1.9118 -2.4461
H 5.4525 2.3261 -3.1654
H 2.5241 5.2675 -2.3210
H 4.2594 4.9927 -2.3536
H 2.7049 6.1235 0.0295
H 3.7173 7.0927 -1.0629
H 4.4480 5.8660 -0.0114
H 2.9693 -3.2521 4.6453
H 4.6830 -3.1250 4.2752
H 2.6123 -4.6489 2.6032
H 3.7998 -5.3888 3.6983
H 4.3320 -4.5500 2.2304
H 6.0444 -1.5145 0.9163
H 5.9919 -2.6755 2.2361
H 6.2962 0.3518 2.5941
H 7.6281 -0.8221 2.7132
H 6.3013 -0.8352 3.8943
H -0.9088 -2.9642 5.2973
H -2.2902 -2.1620 6.0305
H 0.6445 -1.4659 6.5734
H -0.4307 -2.3260 7.6904
H -0.7386 -0.6289 7.2758
S -2.7483 0.9967 -1.1701
C -2.6267 0.2252 -2.6838
C -3.7633 -0.4707 -3.1760
C -3.7628 -1.0978 -4.3921
C -2.6074 -1.0628 -5.1975
C -1.4896 -0.4047 -4.7601
C -1.4436 0.2581 -3.5047
S -0.0072 1.0715 -3.0694
H -4.6395 -0.5005 -2.5418
H -4.6465 -1.6265 -4.7323
H -2.6033 -1.5639 -6.1595
H -0.5942 -0.3799 -5.3677
F 0.8260 -1.9880 0.0445
Sb -0.5588 -3.2641 0.4246
F -1.4523 -2.6534 -1.1171
F -1.8410 -4.6581 0.6351
F 0.4867 -4.4829 -0.5986
F 0.3272 -3.8856 1.9797
F -1.6941 -2.1916 1.4996
*
```

Its energy relative to the best compared isomer or geometry (same formula, charge and spin) is 1.4916 eV. The expectation value of S² is 0.7765. As for the HOMO-LUMO gap (alpha / beta): 5.69 / 5.31 eV. Its LUMO energy (alpha / beta) is 0.149 / 0.135 Ha. The calculation puts the HOMO energy (alpha / beta) at -0.060 / -0.060 hartree.



# C19H27AsN3O5PSSn

C19H27AsN3O5PSSn as an isolated structure (ωB97M-V/def2-TZVPD, the OMol25 dataset).

Structure (ORCA input):
```
! wB97M-V def2-TZVPD RIJCOSX def2/J DEFGRID3
* xyz 0 1
Sn -0.3548 0.4555 -1.1750
O 2.2112 -1.4164 1.8206
C 1.3510 -0.8282 1.1782
O 0.9789 -1.0582 -0.0244
C 0.6284 0.3404 1.8321
C 0.7927 0.7040 3.1556
C 0.0676 1.7890 3.6345
C -0.7908 2.4732 2.7875
C -0.8925 2.0501 1.4726
N -0.1941 1.0123 1.0346
C -1.8030 2.7062 0.4368
O -2.5222 3.6181 0.7997
O -1.7112 2.1810 -0.7316
H 1.4752 0.1358 3.7712
H 0.1729 2.0980 4.6667
H -1.3808 3.3209 3.1047
C 3.9228 2.5464 -2.3074
P 3.0603 1.2705 -1.3814
C 4.0793 0.9280 0.0544
C 3.0849 -0.2206 -2.3800
O 1.6634 1.7223 -1.0363
H 4.9322 2.2312 -2.5721
H 3.9726 3.4500 -1.7001
H 3.3602 2.7670 -3.2143
H 5.1055 0.7403 -0.2664
H 3.7091 0.0576 0.5973
H 4.0657 1.7939 0.7175
H 4.1082 -0.5021 -2.6311
H 2.5182 -0.0535 -3.2968
H 2.6116 -1.0199 -1.8074
C 0.0134 -4.7408 -3.3756
As -0.6462 -3.4274 -2.0725
C -2.4195 -4.2335 -1.8169
C 0.2056 -4.2224 -0.4973
H -0.1652 -5.7585 -3.0267
H 1.0835 -4.5963 -3.5236
H -0.4888 -4.5951 -4.3315
H -2.3367 -5.3000 -1.6033
H -3.0228 -4.0930 -2.7133
H -2.9282 -3.7438 -0.9862
H 0.0870 -5.3066 -0.5052
H -0.2454 -3.8159 0.4066
H 1.2617 -3.9587 -0.4799
N -5.7817 -3.0239 2.7089
C -5.6991 -2.9048 1.3741
S -6.7811 -3.5616 0.3325
C -4.4955 -2.1622 0.8965
C -3.2520 -2.3589 1.4878
C -2.1597 -1.6717 0.9868
N -2.2541 -0.8138 -0.0238
C -3.4484 -0.6146 -0.5838
C -4.5892 -1.2749 -0.1673
H -6.5721 -3.5073 3.1016
H -5.1791 -2.4974 3.3182
H -3.1180 -3.0644 2.2972
H -1.1705 -1.8171 1.4041
H -3.4831 0.1097 -1.3896
H -5.5386 -1.1081 -0.6554
*
```

Its energy relative to the best compared isomer or geometry (same formula, charge and spin) is 0.0000 eV. As for the HOMO-LUMO gap: 7.56 eV. Its LUMO energy is -0.019 Ha. The calculation puts the HOMO energy at -0.297 hartree.



# AlN3O9

AlN3O9 as an isolated structure at a distorted geometry (ωB97M-V/def2-TZVPD, the OMol25 dataset).

Structure (ORCA input):
```
! wB97M-V def2-TZVPD RIJCOSX def2/J DEFGRID3
* xyz -1 2
Al 0.3421 -0.9589 0.6971
N -1.8150 1.3470 -1.7374
O -2.2936 2.2887 -1.1459
O -1.1786 1.5485 -2.7459
O -1.5234 0.3418 -1.1382
N 1.0784 -4.1519 1.8848
O 1.7449 -3.1400 2.0637
O 1.5934 -5.2103 2.1854
O 0.0367 -3.9341 1.2930
N 0.5530 2.9944 -0.2912
O 0.8092 3.1753 -1.4674
O 0.8658 1.9298 0.1613
O -0.2128 3.7698 0.2407
*
```

Its energy relative to the best compared isomer or geometry (same formula, charge and spin) is 0.0153 eV. The expectation value of S² is 0.7565. As for the HOMO-LUMO gap (alpha / beta): 7.41 / 3.72 eV. Its LUMO energy (alpha / beta) is 0.074 / -0.060 Ha. The calculation puts the HOMO energy (alpha / beta) at -0.198 / -0.197 hartree.



# C10H21Cl4NO2S

A 3-piece molecular cluster, C10H21Cl4NO2S overall (ωB97M-V/def2-TZVPD, the OMol25 dataset).

Structure (ORCA input):
```
! wB97M-V def2-TZVPD RIJCOSX def2/J DEFGRID3
* xyz 0 1
N -1.4846 -2.0956 2.3998
C -1.4359 -1.5723 1.0268
C -2.5804 -2.1064 0.1587
C -2.7445 -1.4104 -1.1945
C -1.5033 -1.4238 -2.0949
C -0.3652 -0.4284 -1.7943
S -0.9233 1.2518 -1.3836
O -3.8545 -2.0939 0.8474
C -4.2898 -0.8961 1.2917
O -5.2161 -0.2977 0.8157
H -1.8886 -1.4131 3.0290
H -0.5455 -2.2775 2.7299
H -1.3928 -0.4768 0.9889
H -0.5114 -1.9442 0.5741
H -2.3927 -3.1723 -0.0104
H -3.5398 -1.9569 -1.7146
H -3.1228 -0.3919 -1.0545
H -1.0691 -2.4335 -2.0772
H -1.8347 -1.2569 -3.1244
H 0.2578 -0.3395 -2.6844
H 0.2720 -0.8038 -0.9966
H -0.1469 1.4458 -0.3129
H -3.7412 -0.5011 2.1625
Cl 2.9394 -0.0783 -3.2248
C 4.2336 0.2823 -2.0534
C 4.3693 -0.7905 -1.0040
Cl 2.9692 -0.8339 0.1017
H 4.0102 1.2470 -1.6044
H 5.1613 0.3584 -2.6178
H 5.2468 -0.5899 -0.3920
H 4.4665 -1.7750 -1.4537
Cl 2.5270 3.7654 0.1168
C 1.2751 4.1628 1.3222
C 1.3154 3.2281 2.5041
Cl 0.8364 1.5720 2.0468
H 0.3114 4.1258 0.8203
H 1.4624 5.1815 1.6566
H 0.6165 3.5655 3.2670
H 2.3126 3.1735 2.9324
*
```

Its SMILES is NC[C@H](CCCS)OC=O.ClCCCl.ClCCCl. As for the HOMO-LUMO gap: 9.20 eV. Its LUMO energy is 0.016 Ha. The calculation puts the HOMO energy at -0.322 hartree.



# C5H8O2

A 2-piece molecular cluster, C5H8O2 overall (ωB97M-V/def2-TZVPD, the OMol25 dataset).

Structure (ORCA input):
```
! wB97M-V def2-TZVPD RIJCOSX def2/J DEFGRID3
* xyz 0 1
C -1.4548 0.4268 0.1109
C -0.8392 0.6184 -1.0549
O 0.5121 0.7372 -1.2122
C 1.2322 0.7795 -0.0134
C 1.5239 -0.5400 0.6352
C 0.5590 0.4226 1.2745
O -0.8146 0.1712 1.2971
H -2.5296 0.4740 0.2261
H -1.3466 0.5972 -2.0105
H 1.9655 1.5798 -0.0164
H 1.0779 -1.3948 0.1315
H 2.4981 -0.7043 1.0834
H 0.8605 0.9330 2.1836
H -1.5194 -2.1795 -1.6499
H -1.7252 -1.9210 -0.9849
*
```

Its SMILES is C1=CO[C@@H]2C[C@@H]2O1.[H][H]. Its energy relative to the best compared isomer or geometry (same formula, charge and spin) is 3.6236 eV. As for the HOMO-LUMO gap: 9.26 eV. Its LUMO energy is 0.039 Ha. The calculation puts the HOMO energy at -0.301 hartree.



# C49H46BBrF4N4O5P2Sr

C49H46BBrF4N4O5P2Sr as an isolated structure at a distorted geometry (ωB97M-V/def2-TZVPD, the OMol25 dataset).

Structure (ORCA input):
```
! wB97M-V def2-TZVPD RIJCOSX def2/J DEFGRID3
* xyz -2 1
Sr 0.6465 0.5059 -0.6387
N 2.2307 -1.6667 -0.5674
C 1.5762 -2.9725 -0.7516
C 0.0698 -2.7968 -0.9877
O -0.3958 -3.0513 -2.1041
N -0.6688 -2.3854 0.0605
C -2.0737 -2.0958 -0.1684
C -2.3302 -0.5879 -0.3753
O -3.4518 -0.2328 -0.7455
O -1.3455 0.1788 -0.1109
H 2.4253 -1.2736 -1.4859
H 3.1259 -1.7589 -0.1063
H 1.7432 -3.6008 0.1238
H 1.9521 -3.5080 -1.6265
H -2.6626 -2.4276 0.6852
H -2.4101 -2.6229 -1.0575
Br 2.0681 4.1305 1.1745
C 0.4416 4.2164 0.2204
C -0.0186 5.4599 -0.1833
C -1.2514 5.5086 -0.8138
C -1.9601 4.3308 -0.9849
C -1.3976 3.1435 -0.5482
N -0.1992 3.0802 0.0407
H 0.5707 6.3466 -0.0032
H -1.6529 6.4565 -1.1510
H -2.9364 4.3249 -1.4493
H -1.9156 2.1964 -0.6508
C 0.2998 0.1759 4.4154
P -0.0730 0.1621 2.5442
C -1.3343 1.5006 2.6726
C -0.8676 2.7548 3.0758
C -1.7125 3.8505 3.1335
C -3.0472 3.7123 2.7731
C -3.5185 2.4749 2.3596
C -2.6703 1.3765 2.3070
C -0.8745 -1.4225 2.4107
C -1.9674 -1.8016 3.1838
C -2.3572 -3.1242 3.3206
C -1.4843 -4.1161 2.8016
C -0.3956 -3.8052 2.0541
C -0.1861 -2.4203 1.5139
P 1.9533 -0.5830 4.7107
C 3.0158 0.8126 4.1384
C 3.1174 2.0295 4.8146
C 3.8890 3.0576 4.2961
C 4.5626 2.8884 3.0920
C 4.4640 1.6868 2.4085
C 3.6946 0.6564 2.9322
C 2.1213 -0.4064 6.5404
C 1.0310 -0.4548 7.4058
C 1.2068 -0.3868 8.7819
C 2.4781 -0.2761 9.3226
C 3.5779 -0.2571 8.4733
C 3.4000 -0.3333 7.1026
H -0.4547 -0.4728 4.8611
H 0.2412 1.1711 4.8589
H 0.1826 2.8731 3.3269
H -1.3255 4.8151 3.4434
H -3.7131 4.5677 2.7990
H -4.5549 2.3631 2.0625
H -3.0427 0.4257 1.9519
H -2.5064 -1.0377 3.7403
H -3.2129 -3.4056 3.9223
H -1.6559 -5.1531 3.0805
H 0.3036 -4.5803 1.7511
H 0.8707 -2.1628 1.4456
H 2.5985 2.1719 5.7544
H 3.9594 3.9983 4.8308
H 5.1359 3.7065 2.6717
H 4.9639 1.5502 1.4568
H 3.6165 -0.2800 2.3927
H 0.0293 -0.5384 7.0026
H 0.3437 -0.4193 9.4365
H 2.6148 -0.2032 10.3948
H 4.5783 -0.1827 8.8841
H 4.2623 -0.3184 6.4461
F 2.6597 1.2339 -0.3810
B 3.8974 1.3137 -1.1363
F 3.7768 0.4588 -2.2390
F 4.9273 0.8688 -0.2926
F 4.0976 2.6294 -1.5287
C -4.4276 -2.9993 -7.5392
C -3.2451 -3.2361 -6.6345
C -2.8656 -4.5381 -6.3296
C -1.8305 -4.7720 -5.4358
C -1.1199 -3.7146 -4.9049
C -1.4319 -2.4004 -5.2625
N -0.6487 -1.3736 -4.7343
C -0.0265 -0.3645 -5.4560
C 0.0811 -0.3884 -6.8529
C 0.7166 0.6364 -7.5343
C 1.2725 1.7066 -6.8452
C 1.2005 1.7215 -5.4594
C 0.5658 0.7044 -4.7665
C 0.5732 0.7020 -3.2638
O 0.4810 1.7780 -2.6300
O 0.6701 -0.4286 -2.7186
C -2.5531 -2.1551 -6.0794
C -3.0606 -0.7542 -6.2964
H -4.7688 -3.9382 -7.9756
H -4.1754 -2.3127 -8.3503
H -5.2637 -2.5621 -6.9875
H -3.4016 -5.3708 -6.7720
H -1.5720 -5.7886 -5.1646
H -0.3144 -3.8775 -4.1976
H -0.2677 -1.5176 -3.8002
H -0.3068 -1.2405 -7.3962
H 0.7914 0.5865 -8.6150
H 1.7695 2.5058 -7.3811
H 1.6449 2.5270 -4.8884
H -2.6642 -0.0864 -5.5349
H -4.1501 -0.7348 -6.2368
H -2.7689 -0.3573 -7.2724
*
```

Its energy relative to the best compared isomer or geometry (same formula, charge and spin) is 2.2674 eV. As for the HOMO-LUMO gap: 5.25 eV. Its LUMO energy is 0.146 Ha. The calculation puts the HOMO energy at -0.047 hartree.



# C2H2OS3

C2H2OS3 as an isolated structure at a distorted geometry (ωB97M-V/def2-TZVPD, the OMol25 dataset).

Structure (ORCA input):
```
! wB97M-V def2-TZVPD RIJCOSX def2/J DEFGRID3
* xyz 0 1
C 0.9085 0.8302 0.0407
C 0.5702 -0.4453 -0.1520
O -1.3189 -1.9174 1.0803
S -0.1632 2.1526 0.2400
S -2.2035 0.4243 -0.4617
S -1.0276 -1.2309 -0.1834
H 1.8234 1.3255 -0.0468
H 1.4111 -1.1391 -0.5170
*
```

Its energy relative to the best compared isomer or geometry (same formula, charge and spin) is 2.7008 eV. As for the HOMO-LUMO gap (alpha / beta): 6.52 / 6.54 eV. Its LUMO energy (alpha / beta) is -0.106 / -0.104 Ha. The calculation puts the HOMO energy (alpha / beta) at -0.345 / -0.344 hartree.